[1]
C35H31I2N9OSTl | ωB97M-V/def2-TZVPD

ORCA input file:
```
! RIJCOSX wB97M-V def2-TZVPD def2/J DEFGRID3
* xyz 1 1
Tl 0.16 0.23 0.29
C -0.21 -1.20 4.62
C -0.97 -2.36 4.65
C -1.53 -2.81 3.48
C -1.33 -2.11 2.29
N -0.53 -1.03 2.26
C 0.00 -0.58 3.41
N -2.05 -2.57 1.20
C -2.15 -2.05 0.03
N -1.51 -0.98 -0.58
C -2.01 -0.85 -1.87
N -1.75 -0.01 -2.81
C -1.12 1.20 -2.69
C -0.84 1.90 -3.88
C -0.37 3.19 -3.82
C -0.18 3.79 -2.58
C -0.42 3.03 -1.46
N -0.83 1.75 -1.50
C -2.98 -1.93 -2.11
C -3.74 -2.24 -3.23
C -4.60 -3.32 -3.13
C -4.69 -4.06 -1.95
C -3.93 -3.74 -0.83
C -3.08 -2.66 -0.95
H 0.24 -0.78 5.51
H -1.13 -2.89 5.58
H -2.17 -3.68 3.44
H 0.61 0.31 3.33
H -1.06 1.40 -4.82
H -0.17 3.73 -4.74
H 0.14 4.82 -2.49
H -0.28 3.43 -0.46
H -3.65 -1.65 -4.13
H -5.21 -3.60 -3.98
H -5.38 -4.90 -1.91
H -4.00 -4.30 0.09
I 8.02 0.87 -0.03
C 5.99 0.81 0.41
C 5.54 0.14 1.54
C 4.18 0.13 1.84
I 3.59 -0.93 3.53
C 3.24 0.79 1.05
O 1.95 0.91 1.41
C 3.72 1.40 -0.13
C 2.72 1.90 -1.12
N 1.86 0.78 -1.57
C 2.60 -0.35 -2.12
C 2.02 -1.69 -1.73
C 2.21 -2.80 -2.53
C 1.76 -4.03 -2.10
C 1.14 -4.12 -0.86
C 0.96 -2.96 -0.13
N 1.38 -1.76 -0.56
C 5.07 1.41 -0.43
H 6.24 -0.36 2.20
H 2.07 2.66 -0.69
H 3.24 2.36 -1.97
H 1.23 1.13 -2.28
H 2.70 -0.29 -3.21
H 3.62 -0.33 -1.71
H 2.71 -2.70 -3.49
H 1.90 -4.92 -2.71
H 0.78 -5.06 -0.47
H 0.48 -2.98 0.83
H 5.40 1.89 -1.34
S -1.30 2.03 1.68
C -0.35 3.30 2.36
N -1.01 4.35 2.87
C -0.38 5.47 3.58
C 0.96 5.02 4.12
C 1.76 4.36 3.01
N 0.97 3.29 2.41
H -2.01 4.33 2.79
H -1.04 5.77 4.38
H -0.26 6.32 2.90
H 0.81 4.31 4.94
H 1.51 5.88 4.51
H 2.67 3.91 3.40
H 2.05 5.09 2.25
H 1.45 2.44 2.08
*
```

As for the total energy: -83983.5819 eV. Its energy above the lowest of the compared OMol25 structures with the same formula, charge and spin is 0.000 eV. Its lowest unoccupied orbital energy is -3.01 eV.

***

[2]
C35H31IN2O6PPtS | ωB97M-V/def2-TZVPD

ORCA input file:
```
! RIJCOSX wB97M-V def2-TZVPD def2/J DEFGRID3
* xyz 1 5
Pt 0.37 -0.76 -0.54
C -3.22 -5.38 3.64
O -3.09 -4.18 4.39
C -2.67 -3.09 3.74
C -2.56 -1.93 4.55
C -2.14 -0.72 4.02
C -1.77 -0.61 2.69
C -1.33 0.71 2.15
C -1.57 1.94 2.96
O -0.79 0.81 1.06
C -1.87 -1.80 1.83
O -1.54 -1.80 0.63
C -2.36 -3.02 2.41
H -3.56 -6.14 4.34
H -2.25 -5.68 3.22
H -3.95 -5.26 2.84
H -2.82 -2.02 5.60
H -2.08 0.13 4.68
H -2.61 2.02 3.28
H -1.29 2.81 2.36
H -0.94 1.91 3.85
H -2.42 -3.86 1.73
N 2.27 -0.26 -1.90
C 1.99 0.33 -3.18
C 2.88 0.21 -4.23
C 2.61 0.84 -5.43
C 1.47 1.61 -5.58
C 0.57 1.72 -4.53
C 0.80 1.06 -3.33
P -0.37 1.09 -1.95
C -0.51 2.80 -1.40
C 0.40 3.26 -0.46
C 0.39 4.59 -0.08
C -0.55 5.46 -0.63
C -1.47 5.00 -1.56
C -1.45 3.67 -1.95
C -1.99 0.61 -2.58
C -3.09 0.80 -1.74
C -4.33 0.34 -2.11
C -4.49 -0.34 -3.32
C -3.40 -0.54 -4.15
C -2.15 -0.07 -3.78
H 2.78 0.37 -1.29
H 2.79 -1.13 -1.94
H 3.79 -0.36 -4.10
H 3.31 0.75 -6.25
H 1.27 2.12 -6.51
H -0.33 2.31 -4.65
H 1.11 2.59 0.01
H 1.10 4.95 0.65
H -0.56 6.50 -0.33
H -2.20 5.67 -1.99
H -2.17 3.31 -2.68
H -2.96 1.32 -0.79
H -5.18 0.49 -1.46
H -5.47 -0.70 -3.61
H -3.52 -1.06 -5.09
H -1.30 -0.25 -4.43
O 2.12 1.69 1.88
S 2.04 0.30 2.25
O 1.04 -0.06 3.22
N 1.96 -0.64 0.90
C 3.06 -1.47 0.76
O 3.23 -2.20 -0.19
C 4.02 -1.29 1.90
C 5.22 -1.95 2.10
C 5.96 -1.60 3.22
C 5.52 -0.61 4.09
C 4.32 0.06 3.89
C 3.60 -0.32 2.77
H 5.55 -2.71 1.41
H 6.90 -2.10 3.41
H 6.13 -0.35 4.95
H 3.98 0.82 4.56
I 0.37 -4.19 -1.23
C -0.02 -2.25 -1.96
H 0.53 -2.13 -2.89
H -1.10 -2.17 -2.14
*
```

As for the total energy: -83526.0777 eV. Its energy above the lowest of the compared OMol25 structures with the same formula, charge and spin is 0.218 eV. Its lowest unoccupied orbital energy (spin up / spin down) is -2.20 / -5.10 eV.

***

[3]
C35H31N3O3S2V | ωB97M-V/def2-TZVPD

ORCA input file:
```
! RIJCOSX wB97M-V def2-TZVPD def2/J DEFGRID3
* xyz 0 4
V 1.53 0.35 0.56
O 1.81 0.31 2.35
N 2.13 1.43 2.93
N 2.06 2.43 2.11
O 1.64 2.22 0.86
C 2.25 3.74 2.56
C 1.95 4.81 1.72
C 2.10 6.11 2.17
C 2.55 6.35 3.46
C 2.87 5.29 4.29
C 2.72 3.98 3.85
H 1.60 4.60 0.72
H 1.86 6.94 1.52
H 2.66 7.37 3.82
H 3.24 5.48 5.29
H 2.97 3.15 4.49
C -4.26 2.66 -2.26
C -3.77 1.32 -1.70
C -4.74 0.20 -2.10
C -3.75 1.41 -0.17
C -2.38 1.02 -2.27
C -2.22 0.89 -3.66
C -0.99 0.64 -4.25
C 0.12 0.52 -3.42
S 1.79 0.23 -3.83
C 2.19 0.25 -2.13
N 1.16 0.46 -1.33
C -0.02 0.63 -2.04
C -1.26 0.89 -1.46
C 3.47 0.01 -1.51
C 4.67 -0.22 -2.19
C 5.81 -0.49 -1.46
C 5.75 -0.53 -0.06
C 4.56 -0.29 0.60
C 3.38 -0.01 -0.10
H -5.24 2.90 -1.85
H -4.33 2.64 -3.34
H -3.57 3.46 -1.98
H -5.73 0.39 -1.67
H -4.38 -0.76 -1.74
H -4.85 0.14 -3.18
H -4.75 1.63 0.20
H -3.08 2.21 0.17
H -3.42 0.46 0.28
H -3.09 0.98 -4.30
H -0.90 0.55 -5.32
H -1.31 0.98 -0.39
H 4.71 -0.18 -3.27
H 6.75 -0.67 -1.96
H 6.65 -0.75 0.50
H 4.54 -0.33 1.69
O 1.09 -1.63 0.44
S -0.05 -2.20 -0.35
C 0.21 -3.99 -0.20
C -0.68 -4.87 -0.79
C -0.45 -6.23 -0.66
C 0.66 -6.69 0.04
C 1.55 -5.79 0.61
C 1.32 -4.42 0.49
C -1.47 -2.13 0.76
C -1.23 -1.90 2.11
C -2.30 -1.87 2.98
C -3.59 -2.07 2.51
C -3.82 -2.28 1.15
C -2.75 -2.30 0.27
H -1.54 -4.51 -1.33
H -1.13 -6.94 -1.11
H 0.85 -7.75 0.13
H 2.41 -6.15 1.15
H 2.00 -3.69 0.93
H -0.21 -1.75 2.45
H -2.14 -1.70 4.04
H -4.43 -2.06 3.20
H -4.83 -2.42 0.79
H -2.91 -2.43 -0.80
*
```

As for the total energy: -94766.4474 eV. Its energy above the lowest of the compared OMol25 structures with the same formula, charge and spin is 0.984 eV. Its lowest unoccupied orbital energy (spin up / spin down) is 0.29 / 0.31 eV.

***

[4]
C35H32AsBrN7O6SV | ωB97M-V/def2-TZVPD

ORCA input file:
```
! RIJCOSX wB97M-V def2-TZVPD def2/J DEFGRID3
* xyz -1 2
V -1.51 0.95 -1.58
O -0.16 -1.52 -6.85
C -0.56 -0.91 -5.70
C -0.52 0.47 -5.55
C -0.91 1.00 -4.34
N -1.35 0.22 -3.36
C -1.40 -1.11 -3.50
C -1.02 -1.72 -4.67
C -1.92 -1.76 -2.23
O -2.27 -2.92 -2.23
O -2.01 -0.90 -1.25
C -0.85 2.46 -3.92
O -0.58 3.32 -4.72
O -1.14 2.62 -2.65
H 0.18 -0.86 -7.45
H -0.16 1.13 -6.33
H -1.06 -2.80 -4.77
O 0.33 0.77 -1.41
C 1.26 1.58 -0.95
C 2.57 1.47 -1.43
C 3.57 2.30 -0.98
C 3.30 3.28 -0.03
C 2.02 3.41 0.45
C 0.99 2.58 0.00
C -0.37 2.73 0.51
N -1.47 2.06 0.15
C -2.52 2.57 0.91
C -2.05 3.54 1.72
N -0.70 3.63 1.46
H 2.77 0.71 -2.18
H 4.58 2.19 -1.37
H 4.09 3.92 0.34
H 1.83 4.16 1.22
H -3.51 2.18 0.86
H -2.54 4.15 2.46
H -0.05 4.26 1.90
Br -8.04 2.46 -1.51
C -6.22 1.98 -1.63
C -5.37 2.66 -2.48
C -4.04 2.29 -2.53
N -3.51 1.32 -1.77
C -4.37 0.66 -0.96
C -5.71 0.95 -0.87
H -5.73 3.48 -3.09
H -3.37 2.81 -3.19
H -3.93 -0.13 -0.35
H -6.34 0.39 -0.19
C 0.14 -2.19 3.15
As -1.38 -1.26 3.86
C -0.70 -0.11 5.27
C -2.31 -2.61 4.90
S -2.70 -0.26 2.61
H 0.79 -2.48 3.97
H 0.69 -1.55 2.45
H -0.22 -3.06 2.61
H -0.40 -0.71 6.13
H -1.50 0.57 5.55
H 0.15 0.46 4.91
H -1.69 -2.98 5.71
H -2.59 -3.43 4.23
H -3.22 -2.16 5.29
C 0.87 -4.75 0.07
C 0.06 -3.64 -0.16
N 0.57 -2.41 -0.34
C 1.89 -2.24 -0.21
C 2.79 -3.28 0.12
C 2.23 -4.56 0.19
C 4.23 -3.11 0.30
C 4.99 -2.09 0.87
C 4.67 -0.99 1.69
C 5.71 -0.11 2.14
C 5.41 0.89 3.01
N 4.14 1.11 3.48
C 3.24 0.27 2.99
N 3.39 -0.76 2.17
H 0.42 -5.73 0.14
H -1.01 -3.73 -0.25
H 2.26 -1.25 -0.41
H 2.89 -5.41 0.39
H 4.80 -3.97 -0.05
H 6.07 -2.22 0.75
H 6.73 -0.25 1.79
H 6.18 1.56 3.38
H 2.22 0.44 3.32
*
```

As for the total energy: -226938.3677 eV. Its energy above the lowest of the compared OMol25 structures with the same formula, charge and spin is 1.760 eV. Its lowest unoccupied orbital energy (spin up / spin down) is 1.88 / 1.88 eV.

***

[5]
C35H32BF2N2O4PS2W | ωB97M-V/def2-TZVPD

ORCA input file:
```
! RIJCOSX wB97M-V def2-TZVPD def2/J DEFGRID3
* xyz 2 3
W 0.39 0.87 -0.15
O 1.79 2.91 0.27
S 3.07 2.20 0.12
O 3.99 2.22 1.21
N 2.47 0.74 -0.20
C 3.16 -0.43 -0.45
C 4.49 -0.70 -0.27
C 4.98 -1.99 -0.58
C 4.16 -2.97 -1.06
C 2.79 -2.71 -1.26
C 1.87 -3.64 -1.79
C 0.57 -3.26 -1.98
C 0.16 -1.97 -1.64
N 0.98 -1.06 -1.11
C 2.30 -1.43 -0.94
C 3.93 2.71 -1.33
C 3.47 2.30 -2.59
C 4.18 2.69 -3.71
C 5.32 3.47 -3.58
C 5.77 3.86 -2.33
C 5.07 3.47 -1.19
H 5.16 0.06 0.12
H 6.03 -2.20 -0.44
H 4.56 -3.95 -1.30
H 2.20 -4.64 -2.04
H -0.16 -3.94 -2.41
H -0.86 -1.66 -1.82
H 2.58 1.69 -2.68
H 3.84 2.38 -4.69
H 5.87 3.77 -4.46
H 6.66 4.46 -2.23
H 5.41 3.76 -0.20
F -2.20 0.65 -1.93
B -1.68 0.24 -0.78
F -0.79 2.07 0.77
O -2.68 -0.42 -0.03
P -2.75 -1.06 1.41
C -2.61 -2.82 1.22
C -3.24 -3.43 0.14
C -3.17 -4.81 0.01
C -2.49 -5.57 0.95
C -1.87 -4.96 2.04
C -1.93 -3.58 2.18
C -1.34 -0.42 2.28
C -0.08 -0.76 1.72
C 1.06 -0.13 2.22
C 0.94 0.87 3.21
C -0.29 1.18 3.73
C -1.45 0.53 3.26
C -4.27 -0.55 2.13
C -4.85 0.66 1.75
C -6.03 1.07 2.37
C -6.60 0.28 3.35
C -6.02 -0.92 3.73
C -4.85 -1.35 3.12
H -3.78 -2.84 -0.59
H -3.66 -5.29 -0.83
H -2.45 -6.64 0.85
H -1.35 -5.55 2.77
H -1.45 -3.10 3.02
H 0.02 -1.68 1.16
H 2.05 -0.50 1.96
H 1.83 1.36 3.57
H -0.37 1.93 4.51
H -2.42 0.80 3.65
H -4.40 1.26 0.97
H -6.49 2.00 2.07
H -7.52 0.60 3.83
H -6.48 -1.54 4.50
H -4.40 -2.29 3.40
C -1.87 3.76 -2.13
S -0.11 3.65 -1.83
C 0.47 4.13 -3.44
O 0.19 2.13 -1.84
H -2.09 4.81 -2.34
H -2.37 3.45 -1.22
H -2.14 3.12 -2.96
H 0.14 5.15 -3.64
H 0.07 3.43 -4.17
H 1.56 4.09 -3.42
*
```

As for the total energy: -86871.8976 eV. Its lowest unoccupied orbital energy (spin up / spin down) is -5.54 / -6.09 eV.

***

[6]
C35H32FGaN3O2STe | ωB97M-V/def2-TZVPD

ORCA input file:
```
! RIJCOSX wB97M-V def2-TZVPD def2/J DEFGRID3
* xyz -1 1
Ga -0.47 -1.43 -1.16
O -0.77 -0.78 -3.29
C -0.75 0.41 -3.56
C -1.68 0.93 -4.57
C -1.88 2.23 -4.71
C -1.24 3.22 -3.80
C 0.01 2.69 -3.18
C 0.21 1.38 -2.98
C 1.45 0.87 -2.36
N 1.43 -0.27 -1.82
N 2.57 -0.86 -1.39
C 2.30 -2.13 -1.10
O 1.17 -2.70 -1.22
C 3.44 -2.95 -0.61
C 4.57 -2.38 -0.04
C 5.57 -3.18 0.49
C 5.46 -4.56 0.44
C 4.35 -5.14 -0.16
C 3.34 -4.34 -0.67
H -2.20 0.19 -5.17
H -2.60 2.61 -5.44
H -1.05 4.16 -4.31
H 0.74 3.41 -2.81
H 2.36 1.47 -2.43
H 4.65 -1.30 -0.01
H 6.44 -2.73 0.96
H 6.24 -5.19 0.86
H 4.25 -6.22 -0.20
H 2.45 -4.77 -1.12
F -0.61 -7.40 -0.65
C -1.13 -6.17 -1.01
C -1.84 -5.44 -0.09
C -2.38 -4.21 -0.45
C -2.24 -3.68 -1.77
C -2.81 -2.44 -2.16
C -1.44 -4.46 -2.65
C -0.90 -5.68 -2.28
H -1.97 -5.83 0.92
H -2.94 -3.64 0.29
H -3.50 -1.92 -1.50
H -2.81 -2.16 -3.20
H -1.25 -4.07 -3.65
H -0.31 -6.27 -2.97
C 0.72 4.08 6.56
C 0.35 3.21 5.38
C 1.32 2.50 4.68
C 0.99 1.71 3.58
C 2.11 0.95 2.90
C -0.35 1.61 3.15
Te -0.51 0.21 1.36
C -1.33 2.29 3.88
C -2.81 2.19 3.59
C -0.96 3.08 4.97
H 1.79 4.07 6.74
H 0.22 3.73 7.47
H 0.40 5.11 6.40
H 2.36 2.56 4.99
H 3.06 1.16 3.38
H 2.19 1.22 1.84
H 1.94 -0.13 2.94
H -3.04 1.39 2.90
H -3.19 3.12 3.16
H -3.36 2.01 4.52
H -1.74 3.60 5.52
S -2.63 0.88 0.47
C -2.16 2.24 -0.56
N -1.34 3.20 0.02
C -1.29 4.46 -0.56
C -1.76 4.69 -1.78
C -2.30 3.59 -2.65
C -2.65 2.39 -1.80
H -1.17 3.11 1.01
H -0.87 5.23 0.07
H -1.72 5.70 -2.19
H -3.18 3.93 -3.19
H -3.30 1.63 -2.21
*
```

As for the total energy: -118600.5290 eV. Its energy above the lowest of the compared OMol25 structures with the same formula, charge and spin is 1.732 eV. Its lowest unoccupied orbital energy is 1.85 eV.

***

> Look up the total energy of the third one.

-94766.4474 eV

***

> Which value of total energy does entry 3 give?

-94766.4474 eV

***

> Among the records above, which one has the lowest total energy?

C35H32AsBrN7O6SV

***

> Which of these has the lowest total energy?

C35H32AsBrN7O6SV